# C6H12O

The molecule C6H12O (ωB97M-V with the def2-TZVPD basis set, the Open Molecules 2025 dataset).

Computed properties:
E_HOMO: -9.893 eV
Orbital gap: 10.88 eV
Molecular weight: 100.2 g/mol
Relative energy (zero: lowest compared OMol25 entry of this formula, charge and spin): 29.20 kcal per mole
SMILES string: CC(C)[C@H]1C[C@H]1O
E_tot: -8463.0875 eV

CARTESIAN COORDINATES (ANGSTROEM)
C1 -1.75 0.08 -1.17
C2 -0.43 0.40 -0.46
C3 0.66 0.81 -1.45
C4 -0.04 -0.76 0.46
C5 1.39 -1.07 0.87
C6 0.44 -0.47 1.86
O1 0.69 0.86 2.21
H1 -2.52 -0.21 -0.45
H2 -2.11 0.97 -1.71
H3 -1.64 -0.73 -1.89
H4 -0.62 1.28 0.17
H5 0.30 1.63 -2.08
H6 0.95 -0.02 -2.10
H7 1.55 1.16 -0.92
H8 -0.68 -1.64 0.38
H9 1.67 -2.11 1.00
H10 2.18 -0.42 0.51
H11 0.08 -1.09 2.68
H12 -0.13 1.35 2.07

These are the Mulliken partial charges, in e, on atoms 1 to 2:
1 C -1.7432
2 C 0.9388



# C6H12O

The molecule C6H12O (ωB97M-V with the def2-TZVPD basis set, the Open Molecules 2025 dataset).

Computed properties:
E_HOMO: -9.958 eV
Orbital gap: 10.91 eV
Molecular weight: 100.2 g/mol
Relative energy (zero: lowest compared OMol25 entry of this formula, charge and spin): 21.47 kcal per mole
SMILES string: CC1(C)OC1(C)C
E_tot: -8463.4231 eV

CARTESIAN COORDINATES (ANGSTROEM)
C1 0.30 -1.56 -1.14
C2 -0.45 -0.41 -0.49
C3 -1.31 0.38 -1.46
O1 -1.10 -0.61 0.77
C4 0.08 0.20 0.74
C5 1.22 -0.42 1.52
C6 -0.03 1.70 0.95
H1 -0.33 -2.09 -1.86
H2 0.66 -2.29 -0.41
H3 1.16 -1.16 -1.68
H4 -0.72 1.06 -2.09
H5 -2.06 0.95 -0.92
H6 -1.84 -0.31 -2.13
H7 2.19 -0.04 1.19
H8 1.10 -0.17 2.58
H9 1.22 -1.51 1.44
H10 -0.12 1.95 2.01
H11 -0.86 2.15 0.41
H12 0.90 2.16 0.58

These are the Mulliken partial charges, in e, on atoms 1 to 2:
1 C -1.4508
2 C 1.1624



# C6H12O

The molecule C6H12O at a distorted geometry (ωB97M-V with the def2-TZVPD basis set, the Open Molecules 2025 dataset).

Computed properties:
E_HOMO: -9.481 eV
Orbital gap: 10.60 eV
Molecular weight: 100.2 g/mol
Relative energy (zero: lowest compared OMol25 entry of this formula, charge and spin): 24.53 kcal per mole
SMILES string: CC[C@H]1CCCO1
E_tot: -8463.2901 eV

CARTESIAN COORDINATES (ANGSTROEM)
C1 2.42 -0.40 0.06
C2 1.53 0.73 -0.38
C3 0.15 0.49 0.31
C4 -0.98 0.73 -0.66
C5 -2.14 0.04 0.03
C6 -1.47 -1.26 0.53
O1 -0.16 -0.85 0.94
H1 2.54 -0.33 1.14
H2 1.90 -1.33 -0.15
H3 3.40 -0.38 -0.43
H4 1.96 1.71 -0.11
H5 1.44 0.77 -1.48
H6 0.03 1.16 1.16
H7 -0.94 1.82 -0.71
H8 -0.79 0.32 -1.66
H9 -3.02 -0.13 -0.59
H10 -2.42 0.61 0.92
H11 -2.08 -1.69 1.34
H12 -1.39 -2.03 -0.25

These are the Mulliken partial charges, in e, on atoms 1 to 2:
1 C -1.1308
2 C -0.5563



# C6H12O

The molecule C6H12O (ωB97M-V with the def2-TZVPD basis set, the Open Molecules 2025 dataset).

Computed properties:
E_HOMO: -9.887 eV
Orbital gap: 10.84 eV
Molecular weight: 100.2 g/mol
Relative energy (zero: lowest compared OMol25 entry of this formula, charge and spin): 26.11 kcal per mole
SMILES string: CC1(C)OC1(C)C
E_tot: -8463.2219 eV

CARTESIAN COORDINATES (ANGSTROEM)
C1 0.60 -1.71 -0.62
C2 -0.29 -0.72 0.12
C3 -1.78 -1.01 0.02
O1 0.04 -0.27 1.44
C4 0.27 0.63 0.36
C5 1.75 0.90 0.20
C6 -0.58 1.86 0.16
H1 0.10 -2.68 -0.77
H2 1.55 -1.88 -0.13
H3 0.79 -1.30 -1.62
H4 -2.40 -0.14 -0.20
H5 -2.10 -1.39 1.00
H6 -2.00 -1.78 -0.72
H7 2.03 1.18 -0.83
H8 2.03 1.74 0.86
H9 2.34 0.04 0.51
H10 -0.34 2.65 0.87
H11 -1.65 1.65 0.22
H12 -0.37 2.24 -0.85

These are the Mulliken partial charges, in e, on atoms 1 to 2:
1 C -1.5849
2 C 0.9945



# C6H12O

A cluster of 2 separate species, C6H12O in total at a distorted geometry (ωB97M-V with the def2-TZVPD basis set, the Open Molecules 2025 dataset).

Computed properties:
E_HOMO: -9.382 eV
Orbital gap: 10.33 eV
Molecular weight: 100.2 g/mol
Relative energy (zero: lowest compared OMol25 entry of this formula, charge and spin): 43.84 kcal per mole
SMILES string: C=CC(=C)CC.O
E_tot: -8462.4530 eV

CARTESIAN COORDINATES (ANGSTROEM)
C1 0.52 -0.56 1.58
C2 0.12 0.42 0.79
C3 -0.55 0.13 -0.51
C4 0.06 -0.64 -1.40
C5 -1.97 0.60 -0.65
C6 -2.13 2.12 -0.53
H1 0.75 -0.37 2.63
H2 0.62 -1.59 1.27
H3 0.26 1.49 0.98
H4 1.10 -0.95 -1.23
H5 -0.30 -1.01 -2.35
H6 -2.33 0.28 -1.62
H7 -2.60 0.06 0.06
H8 -2.22 2.63 -1.49
H9 -1.29 2.57 -0.02
H10 -2.99 2.38 0.06
O1 3.37 -1.87 0.56
H11 2.98 -1.03 0.33
H12 2.87 -2.16 1.33

These are the Mulliken partial charges, in e, on atoms 1 to 2:
1 C -1.0114
2 C -0.1989



# C6H12O

A cluster of 2 separate species, C6H12O in total (ωB97M-V with the def2-TZVPD basis set, the Open Molecules 2025 dataset).

Computed properties:
E_HOMO: -9.325 eV
Orbital gap: 10.35 eV
Molecular weight: 100.2 g/mol
Relative energy (zero: lowest compared OMol25 entry of this formula, charge and spin): 32.18 kcal per mole
SMILES string: C=CCC.CC=O
E_tot: -8462.9584 eV

CARTESIAN COORDINATES (ANGSTROEM)
C1 -1.27 -0.82 1.47
C2 -0.98 -1.46 0.34
C3 -1.06 -0.87 -1.05
C4 -1.64 0.55 -1.13
H1 -1.60 0.21 1.52
H2 -1.18 -1.32 2.44
H3 -0.64 -2.50 0.38
H4 -0.06 -0.89 -1.50
H5 -1.66 -1.56 -1.68
H6 -1.66 0.88 -2.17
H7 -2.67 0.59 -0.75
H8 -1.03 1.25 -0.55
C5 2.42 0.23 0.18
C6 1.88 1.57 0.60
O1 0.73 1.77 0.94
H9 1.64 -0.54 0.19
H10 3.23 -0.05 0.86
H11 2.87 0.30 -0.82
H12 2.61 2.41 0.58

These are the Mulliken partial charges, in e, on atoms 1 to 2:
1 C -0.6706
2 C -0.2573



# C6H12O

A cluster of 2 separate species, C6H12O in total (ωB97M-V with the def2-TZVPD basis set, the Open Molecules 2025 dataset).

Computed properties:
E_HOMO: -9.413 eV
Orbital gap: 10.44 eV
Molecular weight: 100.2 g/mol
Relative energy (zero: lowest compared OMol25 entry of this formula, charge and spin): 31.28 kcal per mole
SMILES string: C=CCC.CC=O
E_tot: -8462.9976 eV

CARTESIAN COORDINATES (ANGSTROEM)
C1 1.38 -0.06 1.65
C2 0.82 1.06 1.19
C3 0.75 1.49 -0.25
C4 1.54 0.62 -1.23
H1 1.85 -0.78 0.99
H2 1.39 -0.29 2.71
H3 0.35 1.74 1.91
H4 -0.30 1.53 -0.55
H5 1.11 2.53 -0.31
H6 1.45 1.02 -2.24
H7 2.60 0.60 -0.96
H8 1.16 -0.41 -1.22
C5 -2.31 -0.79 0.05
C6 -1.61 -1.95 -0.61
O1 -0.42 -2.16 -0.56
H9 -1.60 -0.23 0.66
H10 -3.13 -1.16 0.68
H11 -2.75 -0.14 -0.71
H12 -2.27 -2.63 -1.19

These are the Mulliken partial charges, in e, on atoms 1 to 2:
1 C -0.6670
2 C -0.2798



# C6H12O

The molecule C6H12O (ωB97M-V with the def2-TZVPD basis set, the Open Molecules 2025 dataset).

Computed properties:
E_HOMO: -9.392 eV
Orbital gap: 10.29 eV
Molecular weight: 100.2 g/mol
Relative energy (zero: lowest compared OMol25 entry of this formula, charge and spin): 28.00 kcal per mole
SMILES string: CC(C)[C@H]1C[C@H]1O
E_tot: -8463.1396 eV

CARTESIAN COORDINATES (ANGSTROEM)
C1 1.60 1.19 -0.06
C2 0.73 -0.05 0.16
C3 1.45 -1.32 -0.29
C4 -0.60 0.16 -0.52
C5 -1.76 -0.80 -0.44
C6 -1.81 0.49 0.30
O1 -1.79 0.32 1.69
H1 1.07 2.10 0.25
H2 2.54 1.14 0.50
H3 1.85 1.30 -1.12
H4 0.52 -0.14 1.24
H5 2.39 -1.45 0.26
H6 1.68 -1.29 -1.36
H7 0.83 -2.20 -0.10
H8 -0.54 0.69 -1.47
H9 -2.39 -0.96 -1.31
H10 -1.65 -1.66 0.21
H11 -2.39 1.34 -0.06
H12 -1.73 1.18 2.12

These are the Mulliken partial charges, in e, on atoms 1 to 2:
1 C -1.5250
2 C 0.7533



# C6H12O

A cluster of 2 separate species, C6H12O in total (ωB97M-V with the def2-TZVPD basis set, the Open Molecules 2025 dataset).

Computed properties:
E_HOMO: -9.501 eV
Orbital gap: 10.39 eV
Molecular weight: 100.2 g/mol
Relative energy (zero: lowest compared OMol25 entry of this formula, charge and spin): 55.86 kcal per mole
SMILES string: C/C=C1/C[C@H]1O.C
E_tot: -8461.9315 eV

CARTESIAN COORDINATES (ANGSTROEM)
C1 1.42 0.98 1.11
C2 0.37 -0.06 1.37
C3 -0.81 -0.09 0.78
C4 -2.10 -0.74 0.56
C5 -1.73 0.54 -0.18
O1 -2.44 1.69 0.18
H1 1.65 1.56 2.01
H2 2.36 0.52 0.77
H3 1.10 1.68 0.32
H4 0.63 -0.84 2.09
H5 -2.14 -1.67 -0.01
H6 -2.87 -0.63 1.32
H7 -1.52 0.45 -1.25
H8 -1.80 2.34 0.48
C6 1.61 -1.22 -1.90
H9 2.60 -0.96 -1.51
H10 1.39 -0.60 -2.78
H11 1.59 -2.27 -2.18
H12 0.86 -1.03 -1.13

These are the Mulliken partial charges, in e, on atoms 1 to 2:
1 C -1.1781
2 C 0.0415



# C6H12O

A structure of composition C6H12O (ωB97M-V with the def2-TZVPD basis set, the Open Molecules 2025 dataset).

Computed properties:
E_HOMO: -6.620 eV
Orbital gap: 7.63 eV
Molecular weight: 100.2 g/mol
Relative energy (zero: lowest compared OMol25 entry of this formula, charge and spin): 119.98 kcal per mole
E_tot: -8459.1512 eV

CARTESIAN COORDINATES (ANGSTROEM)
C1 2.55 -0.29 -0.40
C2 1.65 0.74 0.22
C3 0.33 0.39 0.61
C4 -0.98 0.62 -1.16
C5 -2.07 0.01 -0.32
C6 -1.46 -1.10 0.57
O1 -0.04 -0.88 0.71
H1 2.94 -1.03 0.32
H2 2.02 -0.86 -1.18
H3 3.41 0.19 -0.88
H4 2.06 1.65 0.65
H5 0.55 0.95 -0.62
H6 -0.25 1.14 1.14
H7 -1.25 1.62 -1.53
H8 -0.68 -0.03 -1.99
H9 -2.90 -0.43 -0.89
H10 -2.52 0.78 0.33
H11 -1.91 -1.14 1.56
H12 -1.54 -2.09 0.11

These are the Mulliken partial charges, in e, on atoms 1 to 2:
1 C -1.0496
2 C -0.4661



# C6H12O

A structure of composition C6H12O at a distorted geometry (ωB97M-V with the def2-TZVPD basis set, the Open Molecules 2025 dataset).

Computed properties:
E_HOMO: -7.840 eV
Orbital gap: 8.64 eV
Molecular weight: 100.2 g/mol
Relative energy (zero: lowest compared OMol25 entry of this formula, charge and spin): 96.23 kcal per mole
E_tot: -8460.1811 eV

CARTESIAN COORDINATES (ANGSTROEM)
C1 0.21 0.28 -0.04
C2 1.71 0.37 0.14
C3 -0.21 0.66 -1.46
C4 -0.53 1.17 0.95
C5 -0.26 -1.44 1.06
C6 -0.19 -1.68 -0.30
O1 -1.48 -1.50 1.61
H1 -2.18 -1.77 0.98
H2 -0.19 1.01 1.97
H3 2.25 -0.28 -0.55
H4 2.00 0.10 1.16
H5 2.03 1.40 -0.05
H6 0.03 1.72 -1.62
H7 0.32 0.09 -2.22
H8 -1.28 0.54 -1.61
H9 -1.60 1.00 0.92
H10 -0.33 2.21 0.68
H11 -1.08 -1.99 -0.88
H12 0.77 -1.89 -0.75

These are the Mulliken partial charges, in e, on atoms 1 to 2:
1 C 1.5919
2 C -1.5378



# C6H12O

The molecule C6H12O at a distorted geometry (ωB97M-V with the def2-TZVPD basis set, the Open Molecules 2025 dataset).

Computed properties:
E_HOMO: -9.706 eV
Orbital gap: 10.66 eV
Molecular weight: 100.2 g/mol
Relative energy (zero: lowest compared OMol25 entry of this formula, charge and spin): 37.01 kcal per mole
SMILES string: C=CCCCCO
E_tot: -8462.7488 eV

CARTESIAN COORDINATES (ANGSTROEM)
C1 2.36 1.30 1.50
C2 1.44 0.80 0.67
C3 -0.04 0.75 0.89
C4 -0.85 0.74 -0.45
C5 -0.49 -0.41 -1.37
C6 -0.73 -1.80 -0.76
O1 -2.12 -2.09 -0.60
H1 2.03 1.63 2.48
H2 3.37 1.49 1.18
H3 1.76 0.84 -0.37
H4 -0.42 1.56 1.51
H5 -0.31 -0.18 1.40
H6 -0.71 1.75 -0.83
H7 -1.93 0.65 -0.30
H8 0.57 -0.34 -1.63
H9 -1.07 -0.43 -2.29
H10 -0.21 -2.00 0.17
H11 -0.31 -2.45 -1.53
H12 -2.33 -1.81 0.31

These are the Mulliken partial charges, in e, on atoms 1 to 2:
1 C -0.7961
2 C -0.0211



What did the twelfth record say?
# C6H12O

The molecule C6H12O at a distorted geometry (ωB97M-V with the def2-TZVPD basis set, the Open Molecules 2025 dataset).

Computed properties:
E_HOMO: -9.706 eV
Orbital gap: 10.66 eV
Molecular weight: 100.2 g/mol
Relative energy (zero: lowest compared OMol25 entry of this formula, charge and spin): 37.01 kcal per mole
SMILES string: C=CCCCCO
E_tot: -8462.7488 eV

CARTESIAN COORDINATES (ANGSTROEM)
C1 2.36 1.30 1.50
C2 1.44 0.80 0.67
C3 -0.04 0.75 0.89
C4 -0.85 0.74 -0.45
C5 -0.49 -0.41 -1.37
C6 -0.73 -1.80 -0.76
O1 -2.12 -2.09 -0.60
H1 2.03 1.63 2.48
H2 3.37 1.49 1.18
H3 1.76 0.84 -0.37
H4 -0.42 1.56 1.51
H5 -0.31 -0.18 1.40
H6 -0.71 1.75 -0.83
H7 -1.93 0.65 -0.30
H8 0.57 -0.34 -1.63
H9 -1.07 -0.43 -2.29
H10 -0.21 -2.00 0.17
H11 -0.31 -2.45 -1.53
H12 -2.33 -1.81 0.31

These are the Mulliken partial charges, in e, on atoms 1 to 2:
1 C -0.7961
2 C -0.0211